Formula: C6H10O
Source: OMol25
Level of theory: wB97M-V/def2-TZVPD

HOMO level = -0.325 hartree
SMILES string = C=CO[C@H](C)C=C
Gap between HOMO and LUMO = 10.0 eV
Multiplicity = 1
Relative energy (zero: lowest compared OMol25 entry of this formula, charge and spin) = 1.253 eV
E_LUMO = 0.04119 hartree
Molecular weight = 98.145 g mol⁻¹
Charge = 0

Cartesian coordinates (Å):
C -2.135 -0.437 0.187
C -0.747 -0.099 -0.343
O -0.421 1.175 0.202
C 0.784 1.712 -0.123
C 1.678 1.248 -0.992
C 0.976 -1.200 1.145
C 0.220 -1.192 0.054
H -2.876 0.305 -0.122
H -2.095 -0.468 1.280
H -2.444 -1.423 -0.174
H -0.777 -0.024 -1.442
H 1.516 0.352 -1.578
H 0.955 2.610 0.466
H 2.630 1.750 -1.111
H 1.000 -0.359 1.834
H 1.621 -2.043 1.370
H 0.242 -2.044 -0.624

Here are the Mulliken charges for atoms 1 to 8, given in e: -1.443 0.381 -0.378 -0.064 -0.641 -0.588 -0.337 0.360

---

Formula: C6H10O
Source: OMol25
Level of theory: wB97M-V/def2-TZVPD

HOMO level = -0.326 hartree
SMILES string = C[C@H]1CC=CCO1
Gap between HOMO and LUMO = 10.1 eV
Multiplicity = 1
Relative energy (zero: lowest compared OMol25 entry of this formula, charge and spin) = 1.381 eV
E_LUMO = 0.04330 hartree
Molecular weight = 98.145 g mol⁻¹
Charge = 0

Cartesian coordinates (Å):
C -2.272 0.112 0.377
C -0.754 0.082 0.442
C -0.110 -1.151 -0.165
C 1.348 -1.162 0.191
C 1.954 0.025 0.191
C 1.213 1.279 -0.240
O -0.182 1.089 -0.493
H -2.730 -0.370 1.253
H -2.654 -0.396 -0.517
H -2.596 1.154 0.357
H -0.387 0.367 1.433
H -0.137 -0.585 -1.134
H -0.642 -2.111 -0.145
H 1.885 -2.087 0.393
H 3.011 0.125 0.424
H 1.296 2.082 0.503
H 1.685 1.656 -1.163

Here are the Mulliken charges for atoms 1 to 8, given in e: -1.461 0.375 -0.653 -0.408 -0.367 -0.562 -0.483 0.345

---

Formula: C6H10O
Source: OMol25
Level of theory: wB97M-V/def2-TZVPD

HOMO level = -0.320 hartree
SMILES string = CC1=C(C)[C@@H](O)C1
Gap between HOMO and LUMO = 9.7 eV
Multiplicity = 1
Relative energy (zero: lowest compared OMol25 entry of this formula, charge and spin) = 1.840 eV
E_LUMO = 0.03531 hartree
Molecular weight = 98.145 g mol⁻¹
Charge = 0

Cartesian coordinates (Å):
C 0.466 0.376 -0.377
C -0.455 -0.599 -0.130
C -0.533 1.462 -0.078
C -1.595 0.379 -0.042
C 1.894 0.423 -0.484
C -0.140 -2.031 0.050
O -2.346 0.404 1.196
H -0.501 1.959 0.893
H -0.724 2.226 -1.004
H -2.357 0.469 -0.818
H 2.269 1.157 -1.204
H 2.253 -0.617 -0.729
H 2.406 0.615 0.433
H 0.880 -2.182 0.082
H -0.721 -2.727 -0.583
H -0.515 -2.279 1.047
H -2.955 1.176 1.308

Here are the Mulliken charges for atoms 1 to 8, given in e: 0.458 -0.128 -0.614 0.510 -1.268 -1.251 -0.601 0.264

---

Formula: C6H10O
Source: OMol25
Level of theory: wB97M-V/def2-TZVPD

HOMO level = -0.343 hartree
Gap between HOMO and LUMO = 10.4 eV
Multiplicity = 1
Relative energy (zero: lowest compared OMol25 entry of this formula, charge and spin) = 1.699 eV
E_LUMO = 0.03902 hartree
Molecular weight = 98.145 g mol⁻¹
Charge = 0

Cartesian coordinates (Å):
C -0.352 -1.299 -1.445
C -0.382 -0.350 -0.288
C -0.608 1.149 -0.524
C 0.763 1.406 0.218
C 0.876 -0.092 0.559
C -0.047 -0.505 1.725
O -1.150 -0.777 0.843
H -1.339 -1.365 -1.907
H 0.373 -0.960 -2.197
H -0.044 -2.287 -1.090
H -0.629 1.416 -1.598
H -1.494 1.566 -0.053
H 0.847 2.072 1.088
H 1.233 1.802 -0.663
H 1.791 -0.687 0.456
H -0.271 0.286 2.455
H 0.228 -1.419 2.264

Here are the Mulliken charges for atoms 1 to 8, given in e: -1.548 1.544 -1.154 -0.646 -0.257 -0.590 -0.521 0.373

---

Formula: C6H10O
Source: OMol25
Level of theory: wB97M-V/def2-TZVPD

HOMO level = -0.335 hartree
SMILES string = C=CO.C#C.C=C
Gap between HOMO and LUMO = 10.0 eV
Multiplicity = 1
Relative energy (zero: lowest compared OMol25 entry of this formula, charge and spin) = 3.641 eV
E_LUMO = 0.03470 hartree
Molecular weight = 98.145 g mol⁻¹
Charge = 0

Cartesian coordinates (Å):
O -1.078 -0.564 2.282
C -1.423 -0.555 0.966
C -2.092 0.401 0.327
C 1.447 1.284 0.588
C 2.598 0.937 0.019
C 0.277 -1.171 -1.893
C -0.419 -1.985 -2.443
H -1.440 0.230 2.700
H -1.062 -1.448 0.464
H -2.448 1.298 0.831
H -2.294 0.296 -0.732
H 1.023 0.719 1.416
H 0.874 2.140 0.240
H 3.017 1.497 -0.814
H 3.167 0.077 0.364
H 0.884 -0.451 -1.380
H -1.031 -2.706 -2.938

Here are the Mulliken charges for atoms 1 to 8, given in e: -0.475 0.020 -0.694 -0.391 -0.575 -0.391 -0.202 0.295

---

Formula: C6H10O
Source: OMol25
Level of theory: wB97M-V/def2-TZVPD

HOMO level = -0.337 hartree
Gap between HOMO and LUMO = 10.0 eV
Multiplicity = 1
Relative energy (zero: lowest compared OMol25 entry of this formula, charge and spin) = 2.993 eV
E_LUMO = 0.03113 hartree
Molecular weight = 98.145 g mol⁻¹
Charge = 0

Cartesian coordinates (Å):
C 0.762 -1.599 -0.841
C 0.561 -0.272 -0.132
O 1.873 0.187 0.153
C -0.312 -0.284 1.138
C -0.748 1.026 1.334
C -0.713 1.696 0.097
C -0.255 0.807 -0.873
H 1.363 -1.440 -1.741
H -0.183 -2.068 -1.122
H 1.315 -2.277 -0.185
H 1.774 1.034 0.611
H -1.450 -0.697 0.098
H -0.175 -1.015 1.930
H -1.194 1.413 2.244
H -1.129 2.680 -0.094
H -0.065 1.068 -1.911
H -1.425 -0.259 -0.705

Here are the Mulliken charges for atoms 1 to 8, given in e: -1.574 0.630 -0.598 -0.513 -0.406 -0.408 -0.508 0.400

---

Formula: C6H10O
Source: OMol25
Level of theory: wB97M-V/def2-TZVPD

HOMO level (spin up / spin down) = -0.304 / -0.276 hartree
Gap between HOMO and LUMO (spin up / spin down) = 8.3 / 6.3 eV
Multiplicity = 1
Relative energy (zero: lowest compared OMol25 entry of this formula, charge and spin) = 4.115 eV
E_LUMO (spin up / spin down) = 0.00127 / -0.04246 hartree
Molecular weight = 98.145 g mol⁻¹
Charge = 0

Cartesian coordinates (Å):
O 1.070 -1.564 1.586
C 1.872 -1.021 0.822
C 1.600 0.183 0.090
C 0.454 0.994 0.507
C -0.836 0.732 -0.457
C -0.655 -0.709 -0.970
C -2.100 0.445 0.089
H 2.865 -1.486 0.647
H 2.388 0.609 -0.525
H 0.535 -0.631 -1.046
H 0.636 2.070 0.456
H 0.138 0.715 1.515
H -0.868 1.440 -1.289
H -1.164 -0.970 -1.898
H -0.738 -1.481 -0.201
H -3.030 0.861 -0.294
H -2.168 -0.189 0.968

Here are the Mulliken charges for atoms 1 to 8, given in e: -0.543 -0.070 -0.515 -0.613 0.396 -1.005 -0.970 0.338

---

Formula: C6H10O
Source: OMol25
Level of theory: wB97M-V/def2-TZVPD

HOMO level = -0.347 hartree
SMILES string = O[C@@H]1C=CCCC1
Gap between HOMO and LUMO = 10.5 eV
Multiplicity = 1
Relative energy (zero: lowest compared OMol25 entry of this formula, charge and spin) = 0.216 eV
E_LUMO = 0.03806 hartree
Molecular weight = 98.145 g mol⁻¹
Charge = 0

Cartesian coordinates (Å):
O -2.386 0.515 0.855
C -1.328 0.186 -0.036
C -0.219 1.278 -0.070
C 1.220 0.760 0.066
C 1.408 -0.576 -0.660
C 0.434 -1.575 -0.092
C -0.802 -1.201 0.233
H -2.060 0.370 1.753
H -1.818 0.170 -1.017
H -0.441 1.991 0.731
H -0.312 1.839 -1.008
H 1.469 0.608 1.123
H 1.920 1.510 -0.321
H 1.229 -0.440 -1.737
H 2.437 -0.936 -0.560
H 0.763 -2.598 0.078
H -1.516 -1.902 0.662

Here are the Mulliken charges for atoms 1 to 8, given in e: -0.566 0.280 -0.718 -0.586 -0.713 -0.356 -0.606 0.355

---

Formula: C6H10O
Source: OMol25
Level of theory: wB97M-V/def2-TZVPD

HOMO level = -0.336 hartree
SMILES string = O[C@@H]1C=CCCC1
Gap between HOMO and LUMO = 10.1 eV
Multiplicity = 1
Relative energy (zero: lowest compared OMol25 entry of this formula, charge and spin) = 4.171 eV
E_LUMO = 0.03445 hartree
Molecular weight = 98.145 g mol⁻¹
Charge = 0

Cartesian coordinates (Å):
O -1.229 -0.016 -2.142
C -0.428 -0.737 -1.225
C 0.935 -0.102 -1.075
C 0.742 1.246 0.188
C 0.338 0.804 1.585
C -0.552 -0.730 1.379
C -0.971 -1.524 0.378
H -1.365 0.880 -1.821
H -0.367 -1.691 -1.658
H 1.307 0.222 -2.100
H 1.598 -0.941 -0.775
H -0.077 1.867 -0.211
H 1.688 1.789 0.242
H 1.231 0.611 2.221
H -0.225 1.612 2.173
H -0.959 -0.833 2.349
H -1.665 -2.455 0.492

Here are the Mulliken charges for atoms 1 to 8, given in e: -0.539 -0.116 -0.729 -0.496 -0.492 -0.420 -0.355 0.360

---

Formula: C6H10O
Source: OMol25
Level of theory: wB97M-V/def2-TZVPD

HOMO level = -0.321 hartree
SMILES string = C=CC=C.C=CO
Gap between HOMO and LUMO = 9.5 eV
Multiplicity = 1
Relative energy (zero: lowest compared OMol25 entry of this formula, charge and spin) = 1.997 eV
E_LUMO = 0.02839 hartree
Molecular weight = 98.145 g mol⁻¹
Charge = 0

Cartesian coordinates (Å):
C -1.452 1.700 2.959
C -1.659 1.054 1.817
C -1.022 1.396 0.540
C -1.056 0.533 -0.481
H -0.751 2.522 3.052
H -1.962 1.418 3.871
H -2.343 0.213 1.800
H -0.406 2.286 0.474
H -0.673 0.731 -1.469
H -1.548 -0.416 -0.298
C 2.319 -1.048 -0.577
C 1.957 -1.583 -1.734
O 0.645 -1.680 -2.098
H 3.357 -0.847 -0.365
H 1.571 -0.742 0.143
H 2.677 -2.032 -2.408
H 0.577 -1.996 -3.019

Here are the Mulliken charges for atoms 1 to 8, given in e: -0.833 0.051 0.146 -0.945 0.245 0.257 0.252 0.298

---

Question: What is the relative energy (zero: lowest compared OMol25 entry of this formula, charge and spin) in the first record?
Answer: 1.253 eV

---

Question: Among the records above, which one has the lowest relative energy (zero: lowest compared OMol25 entry of this formula, charge and spin)?
Answer: number 8